9
Properties=species:S:1:pos:R:3 method="wB97M-V/def2-TZVPD" homo_energy_ev="-9.51 / -9.50" lumo_energy_ev="-1.678 / -1.678" fmax_ev_per_a=7.2
C 3.43975 -0.36410 0.26569
C 0.06070 0.36874 -0.72902
N 3.14127 -1.53735 0.33859
N 2.89357 -2.62517 0.14423
O 2.55933 0.26925 2.56321
O 0.64848 1.16386 -0.12699
S 3.02974 0.84144 1.31047
H -0.66785 0.55941 -1.53592
H -0.03565 -0.74842 -0.49393